Arrangement a

11 unconnected molecules or ions with the total composition C66H165N11O22. Source: OMol25; level of theory: wB97M-V/def2-TZVPD.

Its spin multiplicity is 1.

```
264
Properties=species:S:1:pos:R:3:mulliken_charge:R:1
C -4.92 -4.84 -5.94 -0.9177
O -4.51 -6.01 -6.56 -0.1298
C -5.49 -6.74 -7.37 -0.6307
C -5.12 -8.08 -7.86 -0.6930
N -6.06 -8.83 -8.61 -0.2249
C -5.95 -8.61 -10.04 -0.5429
C -7.11 -9.32 -10.75 -0.6006
O -6.99 -10.67 -10.68 -0.3421
C -6.18 -11.25 -11.69 -0.7071
H -5.69 -4.27 -6.47 0.5209
H -4.07 -4.21 -5.67 -0.1362
H -5.42 -5.11 -5.02 0.6001
H -6.05 -6.34 -8.21 0.3356
H -6.32 -6.86 -6.66 0.3375
H -4.99 -8.55 -6.89 0.3264
H -4.19 -7.96 -8.41 0.2415
H -6.10 -9.81 -8.38 0.2630
H -5.00 -9.00 -10.39 0.2545
H -5.87 -7.54 -10.22 0.4286
H -7.08 -8.89 -11.75 0.3831
H -8.05 -9.04 -10.27 0.3415
H -6.30 -12.33 -11.75 0.2727
H -5.14 -10.93 -11.65 0.2644
H -6.62 -10.93 -12.63 0.3103
C 3.07 -4.58 1.06 -0.6096
O 2.71 -5.72 0.34 -0.4179
C 2.64 -5.71 -1.13 0.0665
C 1.55 -6.73 -1.56 -0.9060
N 0.19 -6.18 -1.32 -0.1799
C -0.71 -7.13 -2.05 -0.6337
C -2.08 -6.43 -2.01 -0.0545
O -3.20 -7.35 -2.13 -0.4897
C -3.54 -7.68 -3.43 -0.5274
H 3.24 -4.86 2.10 0.3731
H 2.45 -3.69 0.93 0.1861
H 3.99 -4.14 0.67 0.3004
H 3.66 -5.92 -1.44 0.4973
H 2.38 -4.74 -1.54 -0.3241
H 1.53 -7.65 -0.98 0.4157
H 1.71 -6.89 -2.63 0.4447
H -0.09 -6.26 -0.35 0.2224
H -0.86 -8.08 -1.53 0.2601
H -0.37 -7.14 -3.08 0.3988
H -2.24 -5.58 -2.67 0.0637
H -2.27 -6.11 -0.99 0.2846
H -4.20 -8.54 -3.38 0.3287
H -2.59 -7.84 -3.96 0.3155
H -3.96 -6.85 -4.00 0.1165
C -7.58 -1.60 1.32 -0.6291
O -7.79 -0.19 1.49 -0.4057
C -7.87 0.49 0.23 -0.0032
C -8.22 1.97 0.36 -0.9002
N -7.08 2.69 0.95 -0.3447
C -5.94 2.89 0.01 -0.3575
C -4.80 3.75 0.61 -0.2691
O -4.48 3.37 1.99 -0.4794
C -3.38 2.49 2.26 -0.1192
H -6.52 -1.74 1.12 0.2011
H -8.12 -1.95 0.45 0.3152
H -7.80 -2.11 2.26 0.2460
H -8.72 0.12 -0.35 0.4031
H -6.96 0.32 -0.34 0.1018
H -9.17 2.19 0.84 0.3836
H -8.31 2.49 -0.60 0.3766
H -6.79 2.27 1.82 0.2919
H -6.38 3.44 -0.83 0.3074
H -5.40 1.96 -0.19 0.1194
H -5.19 4.77 0.65 0.4084
H -3.88 3.78 0.04 0.0186
H -3.00 2.76 3.25 0.3072
H -2.51 2.56 1.60 -0.1826
H -3.79 1.48 2.22 0.2759
C 7.73 6.12 5.01 -0.6258
O 7.86 5.16 3.98 -0.3454
C 6.96 4.10 4.07 -0.2184
C 6.97 3.48 2.60 -1.0070
N 5.92 2.51 2.36 0.5907
C 6.46 1.24 2.84 -0.8469
C 5.53 0.06 2.65 -0.4885
O 5.15 -0.23 1.32 -0.1682
C 4.39 -1.41 1.10 -1.1978
H 8.45 6.94 4.93 0.2543
H 7.82 5.59 5.96 0.3339
H 6.72 6.54 5.07 0.1820
H 5.96 4.51 4.23 0.0422
H 7.19 3.38 4.85 0.4060
H 7.84 3.00 2.17 0.4892
H 6.75 4.21 1.83 0.3697
H 5.70 2.33 1.39 -0.3711
H 6.69 1.22 3.91 0.3224
H 7.32 1.02 2.21 0.4312
H 4.64 0.31 3.23 0.1714
H 6.15 -0.77 2.99 0.4503
H 4.84 -1.84 0.20 0.3270
H 3.36 -1.19 0.82 0.2980
H 4.48 -2.22 1.82 0.6402
C 5.47 6.35 -2.93 -0.8948
O 5.61 5.31 -1.94 -0.2266
C 5.40 3.99 -2.27 -0.6935
C 5.36 3.23 -0.95 -0.5211
N 5.30 1.81 -1.32 -0.4759
C 3.93 1.17 -1.43 1.7084
C 4.13 -0.12 -2.21 -1.3659
O 2.92 -0.84 -2.15 0.3111
C 2.89 -2.16 -2.64 -0.8919
H 4.63 7.04 -2.79 0.2354
H 5.52 6.05 -3.97 0.3664
H 6.43 6.86 -2.82 0.3291
H 6.18 3.51 -2.85 0.3360
H 4.44 3.74 -2.72 0.3328
H 4.64 3.51 -0.18 0.3432
H 6.36 3.41 -0.53 0.4433
H 5.80 1.33 -0.59 0.2658
H 3.22 1.83 -1.93 -0.6301
H 3.44 1.00 -0.47 -0.3465
H 4.93 -0.77 -1.85 0.4201
H 4.32 0.16 -3.25 0.3147
H 1.84 -2.42 -2.51 0.0999
H 3.46 -2.93 -2.13 0.4267
H 3.08 -2.10 -3.72 0.1827
C 2.22 1.83 3.79 -0.4385
O 1.24 0.93 3.39 -0.2461
C 0.61 1.24 2.21 0.2098
C -0.03 -0.05 1.63 -0.6781
N -0.61 0.02 0.31 0.4323
C -1.05 -1.35 -0.20 -0.6896
C -1.98 -1.17 -1.51 0.4539
O -2.50 -2.38 -2.09 -0.4403
C -1.54 -3.03 -2.94 0.3785
H 3.03 1.61 3.09 -0.1296
H 2.59 1.69 4.80 0.1612
H 1.80 2.82 3.68 0.3818
H 1.25 1.77 1.51 0.0162
H -0.24 1.82 2.57 0.1057
H -0.81 -0.48 2.26 0.3319
H 0.82 -0.74 1.60 -0.0673
H -0.05 0.38 -0.45 -0.1540
H -1.48 -2.02 0.54 0.5505
H -0.13 -1.80 -0.59 0.0588
H -1.42 -0.56 -2.22 -0.5232
H -2.73 -0.49 -1.12 0.4147
H -0.99 -3.81 -2.41 -0.0548
H -0.91 -2.29 -3.44 0.1816
H -2.20 -3.55 -3.63 -0.4953
C -4.05 6.49 9.84 -0.7546
O -3.01 5.67 10.41 -0.3285
C -2.28 4.89 9.38 -0.4530
C -0.79 4.65 9.89 -0.6394
N 0.10 4.35 8.79 -0.3323
C 1.39 3.84 9.17 -0.5724
C 2.32 3.96 7.93 -0.5830
O 2.73 5.36 7.67 -0.4180
C 3.69 5.54 6.60 -0.5245
H -4.85 5.97 9.30 0.3107
H -3.70 7.36 9.30 0.3150
H -4.56 6.72 10.78 0.2669
H -2.28 5.64 8.58 0.3239
H -2.83 4.01 9.04 0.3074
H -0.83 3.78 10.55 0.3164
H -0.47 5.53 10.45 0.3018
H 0.40 5.21 8.36 0.2661
H 1.31 2.78 9.42 0.3623
H 1.78 4.31 10.07 0.3794
H 1.97 3.38 7.08 0.2529
H 3.20 3.38 8.20 0.4603
H 4.61 5.11 6.98 0.3393
H 3.75 6.56 6.22 0.3192
H 3.48 4.96 5.69 0.1117
C 2.08 0.00 -8.25 -0.7650
O 2.24 0.13 -6.84 -0.2941
C 2.54 -1.14 -6.31 -0.1965
C 1.46 -2.15 -6.12 -0.1114
N 1.37 -3.01 -7.31 -0.2205
C 0.49 -4.12 -7.24 -1.0853
C -1.06 -3.71 -7.11 0.4408
O -1.62 -3.43 -8.43 -0.4570
C -2.80 -2.61 -8.46 -0.3023
H 1.21 -0.56 -8.60 0.2238
H 3.02 -0.31 -8.70 0.3169
H 1.67 0.93 -8.65 0.3075
H 2.94 -0.99 -5.31 -0.5264
H 3.42 -1.66 -6.71 0.6528
H 0.50 -1.67 -5.90 -0.0533
H 1.72 -2.80 -5.28 0.4855
H 2.30 -3.35 -7.51 0.2853
H 0.88 -4.81 -6.49 0.4533
H 0.48 -4.63 -8.21 0.4441
H -1.29 -2.81 -6.54 -0.0076
H -1.53 -4.62 -6.73 0.0541
H -2.61 -1.60 -8.09 0.2415
H -3.54 -3.20 -7.90 -0.0615
H -3.36 -2.47 -9.38 0.3332
C 4.50 7.46 2.60 -0.4718
O 3.88 7.64 1.30 -0.4038
C 2.54 7.18 1.14 -0.8359
C 2.39 5.71 1.29 0.9185
N 1.01 5.18 1.48 -0.2662
C 0.00 5.61 0.52 -1.2634
C -0.42 4.49 -0.39 -0.5785
O 0.69 3.84 -0.86 0.4039
C 1.41 4.35 -1.98 -0.4456
H 4.62 6.38 2.74 0.0580
H 4.03 7.87 3.49 0.3373
H 5.45 7.99 2.50 0.2714
H 2.21 7.64 0.21 0.2353
H 1.88 7.57 1.91 0.4382
H 3.05 5.45 2.12 0.0459
H 2.78 5.22 0.39 -0.3839
H 1.02 4.20 1.24 -0.0378
H 0.32 6.50 -0.02 0.3538
H -0.80 6.05 1.12 0.5041
H -1.19 4.72 -1.13 0.4550
H -0.95 3.61 -0.02 0.2808
H 1.88 5.26 -1.60 0.4623
H 0.76 4.68 -2.79 0.2641
H 2.17 3.62 -2.26 -0.3981
C -4.82 -1.73 -3.81 -0.1801
O -5.99 -1.04 -4.08 -0.5221
C -5.74 0.42 -3.94 -0.4456
C -4.76 1.17 -4.82 -0.5628
N -3.64 1.75 -4.18 -0.0224
C -2.70 2.61 -4.89 -0.8862
C -1.30 2.53 -4.11 -0.5450
O -0.84 1.13 -4.02 -0.0363
C 0.52 0.87 -3.88 -0.4912
H -4.28 -1.37 -2.94 0.0334
H -4.06 -1.65 -4.58 0.0083
H -4.82 -2.82 -3.76 0.3275
H -5.58 0.65 -2.89 0.1848
H -6.79 0.72 -4.03 0.4010
H -5.25 2.04 -5.25 0.4687
H -4.51 0.51 -5.65 0.2829
H -3.09 1.05 -3.69 -0.0253
H -2.97 3.66 -5.01 0.3586
H -2.67 2.23 -5.91 0.3833
H -1.37 2.89 -3.08 0.1620
H -0.58 3.20 -4.59 0.5254
H 0.82 -0.18 -3.83 -0.3291
H 0.93 1.31 -2.97 -0.0565
H 1.03 1.28 -4.75 0.8099
C 0.22 -0.13 13.73 -0.5646
O 0.77 -0.97 12.70 -0.3476
C 2.16 -1.10 12.61 -0.4106
C 2.74 0.12 12.00 -0.9577
N 2.38 0.41 10.62 -0.0554
C 3.32 -0.14 9.65 -1.0935
C 2.81 0.10 8.17 0.0500
O 1.57 -0.62 7.92 -0.3693
C 1.34 -0.85 6.50 -0.7067
H 0.29 -0.69 14.66 0.2523
H -0.82 0.17 13.60 0.2389
H 0.79 0.79 13.64 0.2470
H 2.49 -1.83 11.87 0.2822
H 2.70 -1.59 13.41 0.3844
H 3.82 0.15 12.09 0.3968
H 2.51 1.04 12.54 0.3802
H 1.56 -0.17 10.49 0.2732
H 3.52 -1.19 9.82 0.3876
H 4.29 0.33 9.78 0.4405
H 3.67 -0.14 7.53 0.4890
H 2.89 1.16 7.92 -0.1291
H 1.23 0.05 5.90 0.1864
H 0.31 -1.19 6.61 0.3354
H 1.89 -1.65 5.99 0.2978
```

Arrangement b

11 unconnected molecules or ions with the total composition C66H165N11O22. Source: OMol25; level of theory: wB97M-V/def2-TZVPD.

Its spin multiplicity is 1.

```
264
Properties=species:S:1:pos:R:3:mulliken_charge:R:1
C -7.46 -16.42 -1.32 -0.7577
O -7.20 -15.07 -1.79 -0.4235
C -7.67 -14.86 -3.16 -0.5058
C -7.36 -13.42 -3.62 0.1070
N -8.23 -12.45 -2.92 -0.2034
C -7.92 -11.08 -3.28 0.1108
C -9.10 -10.12 -3.06 -0.0795
O -9.12 -9.92 -1.67 -0.4759
C -9.93 -8.80 -1.31 -0.6373
H -8.53 -16.62 -1.27 0.2981
H -7.01 -16.49 -0.32 0.2749
H -7.07 -17.21 -1.96 0.2948
H -8.72 -15.14 -3.25 0.1808
H -7.10 -15.52 -3.83 0.3082
H -7.60 -13.38 -4.68 -0.1792
H -6.32 -13.12 -3.49 0.4323
H -8.13 -12.57 -1.92 0.2661
H -7.76 -11.08 -4.35 -0.3420
H -7.06 -10.66 -2.76 0.2614
H -10.04 -10.58 -3.35 -0.0656
H -8.98 -9.14 -3.54 0.5124
H -10.98 -9.00 -1.49 0.1953
H -9.61 -7.93 -1.89 0.2651
H -9.77 -8.56 -0.26 0.2902
C -19.04 -13.49 -11.77 -0.6817
O -18.84 -12.17 -11.31 -0.3970
C -17.46 -11.77 -11.22 -0.6381
C -16.68 -12.24 -9.96 -0.4852
N -15.29 -12.53 -10.25 -0.3724
C -14.54 -11.34 -10.50 -0.7031
C -13.09 -11.68 -10.78 -0.8748
O -12.29 -11.75 -9.61 -0.0726
C -10.98 -12.25 -9.96 -0.8821
H -20.10 -13.65 -12.00 0.2362
H -18.69 -14.20 -11.03 0.2570
H -18.45 -13.68 -12.66 0.3076
H -17.50 -10.68 -11.20 0.3158
H -17.00 -12.04 -12.17 0.4054
H -17.11 -13.17 -9.58 0.4485
H -16.81 -11.57 -9.12 0.3134
H -14.94 -13.01 -9.43 0.2382
H -14.53 -10.59 -9.71 0.3436
H -14.91 -10.77 -11.35 0.4670
H -12.56 -10.91 -11.36 0.4113
H -13.11 -12.61 -11.35 0.3680
H -10.37 -12.24 -9.06 -0.2307
H -10.54 -11.55 -10.67 0.4577
H -11.04 -13.28 -10.30 0.6063
C -8.07 -13.75 -11.26 0.2032
O -8.99 -14.45 -12.05 -0.4854
C -9.52 -15.58 -11.35 0.0261
C -8.57 -16.79 -11.41 -0.0939
N -9.25 -17.84 -10.62 -0.3674
C -8.55 -19.15 -10.64 -0.5662
C -9.37 -20.22 -9.80 -0.7988
O -9.21 -20.13 -8.43 -0.2359
C -10.23 -20.83 -7.72 -0.8608
H -7.34 -14.36 -10.72 0.0040
H -8.45 -12.96 -10.60 -0.3078
H -7.50 -13.12 -11.94 0.2616
H -10.47 -15.79 -11.84 0.3924
H -9.77 -15.28 -10.34 -0.1411
H -7.61 -16.58 -10.93 -0.4189
H -8.28 -17.16 -12.39 0.5117
H -9.17 -17.40 -9.71 0.1600
H -7.53 -19.09 -10.27 0.2201
H -8.58 -19.56 -11.65 0.5211
H -9.10 -21.21 -10.15 0.4392
H -10.43 -20.08 -9.97 0.4131
H -11.20 -20.47 -8.04 0.3660
H -10.04 -20.61 -6.67 0.2124
H -10.13 -21.91 -7.88 0.3149
C 4.47 -16.19 -11.65 -0.7762
O 3.64 -15.76 -12.72 -0.2513
C 4.30 -15.55 -13.96 -0.7080
C 3.44 -15.00 -15.08 -0.5801
N 2.84 -13.72 -14.75 -0.3210
C 1.65 -13.44 -15.58 -0.5443
C 0.95 -12.04 -15.30 -0.8089
O 0.37 -11.89 -13.96 -0.2397
C -0.76 -12.69 -13.66 -0.1946
H 5.25 -15.52 -11.27 0.2915
H 4.94 -17.10 -12.01 0.3248
H 3.75 -16.51 -10.90 0.2429
H 4.80 -16.46 -14.28 0.4744
H 5.11 -14.83 -13.86 0.3541
H 2.78 -15.84 -15.31 0.3475
H 4.08 -14.83 -15.95 0.3006
H 2.60 -13.62 -13.77 0.2629
H 0.91 -14.24 -15.44 0.2993
H 1.92 -13.43 -16.63 0.4086
H 0.16 -11.76 -15.99 0.4168
H 1.69 -11.27 -15.49 0.3828
H -1.51 -12.42 -14.40 0.2666
H -1.08 -12.52 -12.63 -0.3659
H -0.53 -13.74 -13.84 0.3843
C -11.13 -14.24 -5.24 -0.4764
O -10.25 -14.99 -6.21 0.0644
C -10.13 -16.41 -6.08 -0.8990
C -9.89 -16.94 -7.54 -0.2863
N -8.66 -16.51 -8.10 1.5474
C -7.55 -17.22 -7.54 -0.7781
C -6.16 -16.75 -8.04 -0.7571
O -5.84 -15.52 -7.40 -0.1377
C -4.56 -15.09 -7.78 -0.6126
H -12.16 -14.61 -5.23 0.4240
H -11.11 -13.17 -5.44 -0.4860
H -10.69 -14.40 -4.26 0.3423
H -11.10 -16.80 -5.76 0.5614
H -9.35 -16.70 -5.37 0.2768
H -10.71 -16.64 -8.19 0.3941
H -9.89 -18.03 -7.54 -0.0526
H -8.60 -15.54 -7.81 -0.8991
H -7.70 -18.27 -7.79 0.3242
H -7.52 -17.23 -6.45 0.3636
H -6.26 -16.70 -9.12 0.1730
H -5.42 -17.49 -7.75 0.4593
H -4.37 -14.14 -7.27 0.0940
H -4.61 -14.94 -8.85 0.0353
H -3.69 -15.72 -7.59 0.4354
C -3.22 -15.33 -13.62 -0.7315
O -2.46 -15.06 -12.47 -0.4463
C -3.09 -14.26 -11.44 -0.1106
C -2.24 -13.86 -10.27 -1.0301
N -2.85 -12.80 -9.48 1.3595
C -1.82 -12.10 -8.78 -1.1029
C -2.42 -11.15 -7.72 -0.5658
O -3.11 -10.08 -8.28 -0.3184
C -3.69 -9.35 -7.20 -1.0068
H -2.59 -15.88 -14.32 0.2368
H -3.51 -14.38 -14.08 0.2845
H -4.14 -15.87 -13.40 0.3213
H -3.98 -14.74 -11.03 0.1963
H -3.45 -13.37 -11.95 0.1656
H -1.24 -13.63 -10.65 0.4803
H -2.19 -14.68 -9.55 0.2946
H -3.35 -12.13 -10.05 -0.7214
H -1.20 -11.51 -9.46 0.4167
H -1.02 -12.58 -8.22 0.5813
H -1.54 -10.85 -7.15 0.5329
H -3.08 -11.72 -7.06 0.2326
H -4.12 -8.41 -7.55 0.2498
H -2.95 -9.10 -6.45 0.4930
H -4.54 -9.91 -6.80 0.3111
C 2.82 -8.23 -11.78 -0.6942
O 2.20 -6.93 -11.61 -0.4178
C 1.06 -6.76 -12.50 -0.5201
C 0.72 -5.24 -12.72 -0.5804
N 1.85 -4.70 -13.56 -0.3626
C 1.61 -3.21 -13.78 -0.5426
C 2.81 -2.61 -14.51 -0.7190
O 3.91 -2.58 -13.65 -0.3013
C 5.14 -2.25 -14.28 -0.7458
H 3.65 -8.43 -11.11 0.3165
H 3.17 -8.40 -12.79 0.3006
H 2.10 -8.99 -11.47 0.2472
H 0.18 -7.15 -11.98 0.3873
H 1.19 -7.29 -13.44 0.3493
H 0.64 -4.62 -11.83 0.4390
H -0.25 -5.27 -13.22 0.1990
H 2.74 -4.92 -13.14 0.2954
H 1.50 -2.73 -12.81 0.3560
H 0.68 -3.09 -14.34 0.3191
H 2.58 -1.60 -14.86 0.4687
H 3.00 -3.19 -15.41 0.3618
H 5.15 -1.32 -14.86 0.2976
H 5.31 -3.04 -15.00 0.3238
H 5.91 -2.15 -13.51 0.2379
C -3.80 -2.95 -22.49 -0.6352
O -3.23 -1.65 -22.37 -0.3778
C -2.14 -1.68 -21.53 -0.6360
C -2.45 -1.35 -20.04 -0.6989
N -2.91 -2.63 -19.47 -0.1927
C -3.31 -2.49 -18.13 -0.8353
C -3.19 -3.86 -17.41 -0.0188
O -1.88 -3.91 -16.83 -0.3328
C -1.64 -5.15 -16.11 -0.6562
H -4.70 -2.77 -23.08 0.2947
H -4.18 -3.32 -21.54 0.2525
H -3.18 -3.70 -22.98 0.2584
H -1.43 -1.00 -22.01 0.3983
H -1.60 -2.63 -21.54 0.3538
H -3.24 -0.61 -19.92 0.3791
H -1.50 -1.12 -19.57 0.4395
H -2.15 -3.29 -19.51 0.2225
H -4.33 -2.12 -18.11 0.3496
H -2.74 -1.71 -17.63 0.3754
H -3.46 -4.60 -18.16 0.3747
H -3.95 -3.85 -16.63 -0.1034
H -0.68 -4.91 -15.65 0.2147
H -1.44 -5.98 -16.79 0.3313
H -2.33 -5.44 -15.32 0.2419
C -12.70 -10.60 -4.29 -0.4202
O -12.07 -9.60 -5.13 -0.3912
C -11.88 -10.09 -6.46 -0.0631
C -10.90 -9.31 -7.33 -0.6528
N -9.58 -9.36 -6.81 0.3858
C -8.61 -8.62 -7.62 -0.2497
C -7.29 -8.53 -6.81 -0.0056
O -7.51 -7.89 -5.60 -0.4433
C -6.30 -7.68 -4.86 -0.7405
H -12.60 -10.34 -3.24 0.1947
H -12.13 -11.53 -4.40 0.0367
H -13.76 -10.64 -4.56 0.3221
H -12.85 -10.04 -6.94 0.4638
H -11.61 -11.15 -6.48 -0.2636
H -11.30 -8.29 -7.35 0.3516
H -10.94 -9.79 -8.30 0.2365
H -9.54 -8.85 -5.94 0.1622
H -8.89 -7.58 -7.77 0.4321
H -8.39 -9.10 -8.58 -0.2213
H -6.59 -8.01 -7.46 0.4857
H -6.87 -9.51 -6.60 -0.2309
H -5.50 -7.23 -5.44 0.3318
H -5.94 -8.66 -4.55 0.2189
H -6.53 -7.02 -4.03 0.3030
C -8.00 -12.27 -7.59 -0.9693
O -7.51 -11.41 -8.65 2.2022
C -6.16 -11.54 -9.04 0.0513
C -6.06 -10.47 -10.07 -1.4388
N -4.72 -10.53 -10.68 0.6248
C -4.58 -9.56 -11.80 -0.8824
C -3.12 -9.63 -12.34 -0.2330
O -2.97 -8.70 -13.34 -0.1682
C -1.86 -8.96 -14.24 -0.4483
H -7.80 -13.34 -7.66 -0.0979
H -9.08 -12.26 -7.45 -0.5572
H -7.52 -11.94 -6.67 0.2513
H -5.92 -12.48 -9.55 -0.3811
H -5.52 -11.41 -8.17 -0.2468
H -6.21 -9.51 -9.57 -0.1180
H -6.87 -10.53 -10.79 0.5525
H -4.08 -10.29 -9.93 0.1248
H -4.82 -8.54 -11.47 0.1468
H -5.24 -9.84 -12.61 0.2930
H -3.01 -10.65 -12.71 0.1229
H -2.44 -9.49 -11.51 0.3189
H -1.75 -9.91 -14.75 0.2391
H -0.92 -8.70 -13.75 0.1144
H -2.04 -8.21 -15.01 0.1982
C -10.89 -7.55 -10.66 -0.4458
O -9.91 -7.03 -11.59 -0.5006
C -8.67 -7.49 -11.20 -0.1232
C -7.45 -7.05 -12.09 -0.1929
N -7.17 -7.80 -13.25 -0.1256
C -6.13 -7.16 -14.06 -0.8869
C -6.40 -5.75 -14.51 -0.5406
O -5.82 -4.83 -13.57 -0.3207
C -6.23 -3.46 -13.80 -0.8340
H -11.83 -7.07 -10.93 0.4060
H -10.55 -7.29 -9.66 0.2057
H -10.99 -8.63 -10.77 0.1354
H -8.63 -8.58 -11.12 0.1887
H -8.48 -7.07 -10.22 0.1125
H -6.61 -7.22 -11.41 0.0815
H -7.54 -5.99 -12.30 0.1737
H -7.97 -8.01 -13.84 0.3574
H -6.07 -7.78 -14.95 0.5648
H -5.19 -7.31 -13.53 0.1736
H -7.46 -5.52 -14.55 0.3438
H -6.00 -5.63 -15.52 0.4628
H -5.94 -3.15 -14.80 0.2743
H -5.62 -2.78 -13.20 0.2881
H -7.28 -3.26 -13.59 0.3106
```

Stability verdict: arrangement b, ahead by 0.2814 hartree